C5H5NO in the gas phase, computed with wB97M-V/def2-TZVPD.

Each line ends with the Mulliken charge.
Cartesian coordinates (Å):
N  1.37925  2.16429  -1.18089  -0.428
C  0.68800  1.23844  -1.11394  0.079
C  -0.17182  0.07949  -1.00950  0.060
C  -1.27764  0.07224  0.00562  -0.758
C  -0.08073  -0.79864  0.23180  0.078
C  0.92630  -0.42772  1.27439  -0.178
O  1.83781  -1.15086  1.58795  -0.464
H  -0.33449  -0.43877  -1.94960  0.357
H  -1.37745  0.95944  0.62638  0.285
H  -2.21397  -0.39670  -0.27772  0.259
H  -0.15983  -1.86682  0.05468  0.379
H  0.78458  0.56561  1.75082  0.331

Atomic forces in eV per Å
N -0.68 -0.89 0.06
C 0.57 0.78 -0.03
C 0.04 0.05 -0.15
C -0.17 0.08 0.07
C 0.07 -0.17 0.07
C 0.23 -0.20 0.04
O -0.42 0.26 -0.05
H 0.03 0.09 0.15
H 0.06 -0.16 -0.09
H 0.17 0.05 0.04
H 0.03 0.16 -0.01
H 0.08 -0.06 -0.10

Results
ΔE to the lowest compared entry with this formula, charge and spin: 31.8 kcal/mol
LUMO energy: 0.63 eV
Structure (SMILES): N#C[C@@H]1C[C@@H]1C=O
Orbital gap: 11.000 eV
HOMO: -10.4 eV

=====

C5H5NO2 in the gas phase, computed with wB97M-V/def2-TZVPD.

Each line ends with the Mulliken charge.
Cartesian coordinates (Å):
C  0.21628  -2.24582  1.14441  -0.647
C  -0.20206  -1.10238  0.40621  0.374
O  0.40973  0.05690  0.88412  -0.413
C  0.21974  1.10878  -0.03522  0.527
N  0.98486  2.29072  0.03045  -0.477
C  -0.56519  0.61903  -1.13958  -0.597
C  -0.87387  -0.81951  -0.97190  0.602
O  -1.41008  -1.68240  -1.66497  -0.618
H  0.97618  -2.23481  2.07811  0.257
H  -0.49509  -3.01449  0.63551  0.257
H  0.72325  2.62010  1.18479  0.339
H  0.98684  2.93058  -0.65937  0.222
H  -0.97059  1.47329  -1.89255  0.175

Atomic forces in eV per Å
C -2.67 2.19 -2.70
C 2.82 -2.03 2.75
O 0.33 3.09 -0.86
C -0.87 -2.81 -3.76
N -2.23 -4.27 9.32
C 0.18 3.33 0.48
C 0.16 -0.34 0.48
O 0.65 1.58 0.97
H -2.32 -0.19 -2.57
H 2.06 0.07 1.71
H 1.60 -0.38 -4.75
H -0.71 2.55 -2.66
H 1.00 -2.79 1.57

Results
ΔE to the lowest compared entry with this formula, charge and spin: 96.4 kcal/mol
LUMO energy: -0.22 eV
Structure (SMILES): C=C1OC(N)=CC1=O
Orbital gap: 8.700 eV
HOMO: -8.9 eV

=====

C5H5NO2 in the gas phase, computed with wB97M-V/def2-TZVPD.

Each line ends with the Mulliken charge.
Cartesian coordinates (Å):
O  -0.12391  -0.29176  -3.27110  -0.383
C  0.66929  -0.25672  -2.40612  0.659
C  1.32549  -0.35548  -1.28004  -0.558
N  0.39107  -0.06688  -0.18400  0.075
C  -0.54606  0.95258  0.28456  -0.441
C  -0.95840  0.05723  1.36342  -0.473
C  0.28422  -0.82264  0.99774  0.305
O  0.95100  -1.71143  1.43613  -0.587
H  2.33691  -0.60968  -0.95254  0.332
H  -1.34922  1.16996  -0.36787  0.292
H  -0.18358  1.81321  0.82847  0.221
H  -1.86553  -0.52367  1.26908  0.269
H  -0.93128  0.64529  2.28227  0.291

Atomic forces in eV per Å
O 1.34 0.50 0.76
C -1.21 -1.05 -1.30
C -0.42 1.11 1.97
N 1.27 -1.28 0.43
C -0.23 0.36 -1.04
C 0.38 -1.29 2.49
C -0.50 0.95 -0.72
O -0.18 -0.07 -0.02
H -0.36 0.21 -0.92
H -0.51 0.63 -1.10
H 0.80 0.71 -0.90
H -0.25 0.06 -0.15
H -0.14 -0.85 0.50

Results
ΔE to the lowest compared entry with this formula, charge and spin: 64.9 kcal/mol
LUMO energy: 0.45 eV
Structure (SMILES): O=C=CN1CCC1=O
Orbital gap: 9.317 eV
HOMO: -8.9 eV

=====

C5H5NO2 in the gas phase, computed with wB97M-V/def2-TZVPD.

Each line ends with the Mulliken charge.
Cartesian coordinates (Å):
O  2.08085  1.03512  0.85435  -0.587
C  1.02967  0.45787  0.68923  0.498
C  0.57331  -0.90887  0.22614  -0.207
N  -0.69115  -0.59748  1.05019  -0.537
C  -0.44684  0.85285  0.63240  -0.174
C  -0.64328  0.70256  -0.93397  -0.463
O  -1.34652  -0.55369  -1.30620  -0.401
C  0.04148  -0.61050  -1.15307  -0.159
H  1.01672  -1.90882  0.34766  0.449
H  -0.59343  -0.78620  2.11437  0.285
H  -0.90778  1.62492  1.21451  0.481
H  -0.71827  1.52846  -1.64922  0.420
H  0.60526  -0.83621  -2.08639  0.396

Atomic forces in eV per Å
O -1.32 -0.96 0.43
C 2.35 1.90 -1.04
C -1.29 -1.69 1.34
N 0.11 -0.34 1.52
C -0.17 -1.70 -0.50
C -0.53 -1.44 0.19
O 0.20 1.30 0.53
C 0.44 1.33 -1.79
H 0.20 0.71 0.27
H 0.30 0.76 -2.43
H -0.14 0.44 0.02
H 0.10 -0.42 0.46
H -0.25 0.11 1.00

Results
ΔE to the lowest compared entry with this formula, charge and spin: 93.5 kcal/mol
LUMO energy: 0.85 eV
Structure (SMILES): O=C1[C@H]2N[C@@H]1[C@@H]1O[C@@H]12
Orbital gap: 10.597 eV
HOMO: -9.7 eV

=====

2 unconnected molecules or ions with the total composition C5H5NO2S2, computed with wB97M-V/def2-TZVPD.

Each line ends with the Mulliken charge.
Cartesian coordinates (Å):
C  -2.07666  0.61495  0.22194  -0.498
C  -1.65447  1.95798  0.00491  -0.342
C  -3.09746  0.02621  -0.41296  0.643
C  0.57916  -0.99661  0.43295  0.063
C  2.32627  -0.08820  -1.50043  -0.773
N  0.27407  -2.12342  0.19722  0.431
O  -0.53509  -2.98198  -0.08840  -0.575
O  -3.77472  -0.71802  -0.97242  -0.272
S  -1.96398  3.07931  -1.14445  -0.259
S  1.98277  -0.02598  0.26960  -0.052
H  -1.55615  0.08917  0.96047  0.515
H  -0.78596  2.32430  0.68577  0.230
H  3.18887  0.59298  -1.63119  0.296
H  1.52346  0.42325  -1.92825  0.285
H  2.43122  -1.08717  -1.88726  0.307

Atomic forces in eV per Å
C -0.99 1.73 -0.76
C 2.30 1.62 0.50
C 0.79 -1.62 -0.50
C 2.08 -0.41 -0.27
C 0.76 0.54 0.82
N -2.65 0.17 -0.34
O 1.04 -0.09 0.24
O -0.19 1.10 0.42
S -0.64 -0.55 0.03
S -0.04 0.25 0.72
H 0.23 -1.12 1.02
H -1.59 -1.16 -0.71
H -0.13 -0.77 0.03
H -1.33 0.54 -1.12
H 0.33 -0.22 -0.08

Results
ΔE to the lowest compared entry with this formula, charge and spin: 79.2 kcal/mol
LUMO energy: -0.54 eV
Orbital gap: 8.064 eV
HOMO: -8.6 eV

=====

A molecular structure, C5H5NO4, computed with wB97M-V/def2-TZVPD.

Each line ends with the Mulliken charge.
Cartesian coordinates (Å):
C  0.77592  -0.10145  1.29743  -0.538
C  1.25664  -1.39299  1.05423  -0.074
C  0.07768  0.28412  0.20236  0.790
C  0.39767  -1.23510  -0.89525  -0.357
C  -0.78659  2.45904  0.10399  -0.785
N  -0.49092  -1.80110  -1.77455  1.030
O  -1.33889  -1.17808  -2.35951  -0.636
O  -0.30784  -3.00149  -1.89189  -0.644
O  1.06505  -1.99585  -0.01577  -0.153
O  -0.54780  1.17350  -0.42174  -0.260
H  0.82837  0.48388  2.24604  0.350
H  1.98756  -1.97770  1.73781  0.346
H  -0.98778  3.15876  -0.66596  0.265
H  -0.12960  2.76438  0.84755  0.337
H  -1.79946  2.36009  0.53525  0.329

Atomic forces in eV per Å
C -0.45 0.99 1.13
C 3.33 -0.36 5.13
C 1.29 -6.52 -4.60
C -0.76 6.43 2.68
C -3.32 -0.74 0.48
N 0.57 -1.32 0.91
O -0.65 1.25 -0.46
O -0.15 -1.47 -0.68
O -0.97 -1.40 -2.25
O -0.36 1.49 -0.94
H 0.33 -0.90 -0.88
H -1.52 1.27 -0.97
H 0.73 0.51 -1.04
H 1.53 0.56 1.06
H 0.39 0.23 0.42

Results
ΔE to the lowest compared entry with this formula, charge and spin: 157.9 kcal/mol
LUMO energy (alpha / beta): -0.27 / -0.27 eV
Orbital gap (alpha / beta): 7.980 / 7.981 eV
HOMO (alpha / beta): -8.2 / -8.2 eV

=====

C5H5NO4 in the gas phase, computed with wB97M-V/def2-TZVPD.

Each line ends with the Mulliken charge.
Cartesian coordinates (Å):
O  0.47768  -2.14523  1.04583  -0.531
N  1.44151  -1.54030  0.70044  0.920
O  2.59287  -1.68745  1.06509  -0.587
C  1.16767  -0.53170  -0.48329  -0.031
O  2.19750  0.39336  -0.55720  -0.456
C  -0.13359  0.20759  -0.21879  0.152
C  -0.61949  1.11284  0.69860  -0.371
C  -1.94511  1.30277  0.39279  -0.365
C  -2.22575  0.61595  -0.67515  -0.529
O  -1.18116  -0.17580  -1.05371  -0.327
H  1.03791  -1.31800  -1.31464  0.264
H  2.91646  -0.08239  -0.89373  0.362
H  -0.12895  1.64646  1.48538  0.458
H  -2.52903  1.89505  0.93357  0.544
H  -3.06854  0.30685  -1.12519  0.497

Atomic forces in eV per Å
O -0.76 -0.89 0.76
N 0.97 0.93 -0.84
O -0.50 0.08 -0.07
C -0.93 0.17 0.30
O -2.08 -0.07 0.20
C -0.49 -0.82 -0.20
C 2.64 -1.03 -0.53
C 1.01 0.16 -0.17
C 1.40 -2.36 -0.84
O 1.31 1.23 0.80
H 0.29 1.59 0.78
H 2.21 -0.80 -0.66
H 0.53 -0.17 0.16
H -2.63 2.36 1.88
H -2.98 -0.35 -1.57

Results
ΔE to the lowest compared entry with this formula, charge and spin: 74.5 kcal/mol
LUMO energy: 0.32 eV
Structure (SMILES): O=[N+]([O-])[C@H](O)c1ccco1
Orbital gap: 9.528 eV
HOMO: -9.2 eV

=====

A molecular structure, C5H5NOS, computed with wB97M-V/def2-TZVPD.

Each line ends with the Mulliken charge.
Cartesian coordinates (Å):
C  0.14560  -1.35141  -0.72360  -0.418
C  0.70374  -0.40859  -1.50595  -0.099
C  0.65120  1.31922  -0.14304  0.456
C  -0.29665  -0.84112  0.68541  -0.609
C  -0.91681  0.52361  0.74954  -0.601
N  1.18321  0.76441  -1.10361  -0.454
O  -0.36358  3.01367  1.59287  -0.547
S  0.21309  1.69728  1.50628  0.349
H  -0.10442  -2.30207  -0.88790  0.529
H  1.00323  -0.71132  -2.61564  0.248
H  -1.07504  -1.58223  0.96832  0.364
H  0.69444  -0.87863  1.12970  0.291
H  -1.83800  0.75718  0.34763  0.491

Atomic forces in eV per Å
C 0.00 6.15 1.51
C -0.06 -5.50 -4.96
C -1.87 -0.11 1.36
C -1.15 -1.24 -1.26
C 5.06 -0.15 -0.14
N 0.72 2.29 1.28
O -0.52 1.19 0.43
S -0.22 -0.74 -0.62
H -0.56 -3.47 -1.41
H -0.59 0.76 2.43
H 1.00 0.13 0.73
H -0.19 -0.16 1.45
H -1.62 0.85 -0.81

Results
ΔE to the lowest compared entry with this formula, charge and spin: 147.2 kcal/mol
LUMO energy: -0.70 eV
Orbital gap: 7.469 eV
HOMO: -8.2 eV

=====

A molecular structure, C5H5NP2, computed with wB97M-V/def2-TZVPD.

Each line ends with the Mulliken charge.
Cartesian coordinates (Å):
C  -1.68923  -0.83394  0.35880  -0.377
C  -2.03221  0.42211  -0.07399  -0.295
C  -0.40814  -1.29494  0.25177  -0.481
C  -1.05414  1.33213  -0.35235  -0.385
C  0.49983  -0.28566  -0.14425  0.271
N  0.26781  0.99481  -0.39816  -0.437
P  3.59144  0.89315  0.46028  -0.001
P  2.88348  -0.87109  -0.17113  0.083
H  -2.55901  -1.43037  0.56167  0.335
H  -3.00580  0.66241  -0.30424  0.407
H  -0.07314  -2.25118  0.36746  0.447
H  -1.27814  2.25749  -0.79402  0.395
H  4.85723  0.40509  0.23816  0.037

Atomic forces in eV per Å
C -1.25 -0.93 -0.60
C 1.77 0.57 0.37
C 0.48 3.63 -0.66
C 1.51 -1.11 -0.99
C 3.17 -0.03 0.43
N -0.76 -1.48 0.67
P -1.28 0.16 -0.11
P -2.95 0.79 -0.07
H 0.11 -0.84 0.36
H -2.18 0.57 0.11
H 0.58 -2.39 0.58
H -0.33 1.39 -0.09
H 1.12 -0.34 0.01

Results
ΔE to the lowest compared entry with this formula, charge and spin: 0.0 kcal/mol
LUMO energy: -0.68 eV
Orbital gap: 7.870 eV
HOMO: -8.5 eV

=====

2 unconnected molecules or ions with the total composition C5H5NS, computed with wB97M-V/def2-TZVPD.

Each line ends with the Mulliken charge.
Cartesian coordinates (Å):
C  1.62085  0.04763  -0.30063  0.220
C  0.91577  0.49569  2.01750  -0.764
C  0.71942  0.17311  0.76405  0.247
C  -1.20362  -0.15456  -0.07160  0.389
C  -1.03886  -0.35876  -1.56542  -0.928
N  2.29203  -0.22187  -1.17672  -0.437
S  -2.32923  -0.07160  0.98647  -0.267
H  0.20081  0.42294  2.76528  0.314
H  1.85852  0.92463  2.25040  0.281
H  -1.07035  -1.40205  -1.79218  0.281
H  -1.86878  0.11410  -2.00857  0.342
H  -0.09657  0.03075  -1.86858  0.324

Atomic forces in eV per Å
C -0.60 0.41 1.81
C 0.85 0.21 -1.48
C -3.41 -0.68 -1.79
C 4.06 0.04 0.28
C -0.16 0.12 2.35
N 1.27 -0.30 -1.86
S -1.02 0.02 0.45
H -1.53 0.03 1.12
H 0.88 -0.02 0.59
H 0.00 -0.83 -0.07
H -0.91 0.63 -0.88
H 0.56 0.37 -0.52

Results
ΔE to the lowest compared entry with this formula, charge and spin: 75.1 kcal/mol
LUMO energy: -0.55 eV
Orbital gap: 8.182 eV
HOMO: -8.7 eV